Entry 1:
64
Properties=species:S:1:pos:R:3 method="wB97M-V/def2-TZVPD" multiplicity=1 smiles="CCOCCON(C)C(=O)O.CCCCCC.CCCCCC" homo_lumo_gap_ev=10.182 homo_ha=-0.354
C -0.58028 -2.03338 0.17596
C 0.47723 -1.03096 0.63758
O 0.30243 0.11668 -0.16405
C 1.43795 0.93448 -0.18760
C 1.84742 1.50642 1.14192
O 2.64687 0.59862 1.90180
N 3.64701 1.32147 2.58172
C 4.88159 0.53891 2.71264
C 3.22579 1.88426 3.75526
O 3.96305 2.51873 4.41642
O 1.93319 1.71127 4.10465
H -1.52806 -1.62246 0.48941
H -0.40749 -3.01102 0.59985
H -0.53374 -2.05540 -0.90394
H 0.26028 -0.84139 1.68776
H 1.47628 -1.45977 0.58382
H 2.29809 0.46757 -0.67213
H 1.18207 1.78286 -0.81344
H 1.00526 1.87518 1.71743
H 2.46673 2.37611 0.94282
H 4.96169 -0.20687 1.94226
H 4.91043 0.07250 3.69145
H 5.71072 1.22625 2.70093
H 1.60001 2.59804 4.29520
C -6.68408 -1.12104 4.12584
C -6.21639 -0.58527 2.77577
C -4.84227 -1.10712 2.35892
C -3.69401 -0.71862 3.29159
C -3.49808 0.77959 3.49867
C -3.14844 1.51531 2.20959
H -6.01910 -0.81465 4.93474
H -7.68102 -0.74583 4.36200
H -6.72989 -2.21201 4.11665
H -6.21783 0.50802 2.79520
H -6.94257 -0.87775 2.01271
H -4.62455 -0.75615 1.34598
H -4.88157 -2.19918 2.29431
H -2.76350 -1.13536 2.89129
H -3.84115 -1.19561 4.26501
H -2.68509 0.91968 4.21655
H -4.38488 1.23219 3.95099
H -2.24011 1.10577 1.76032
H -2.97421 2.57351 2.41313
H -3.95099 1.45034 1.47356
C 1.93992 -1.91904 -6.70200
C 3.03208 -1.48215 -5.73013
C 2.52783 -1.28216 -4.30171
C 1.47201 -0.18800 -4.13556
C 1.89564 1.20154 -4.61003
C 3.08315 1.77021 -3.83870
H 1.15471 -1.16697 -6.79244
H 2.35565 -2.07942 -7.69792
H 1.48042 -2.85435 -6.37582
H 3.50519 -0.56748 -6.09785
H 3.81429 -2.24586 -5.71652
H 3.38267 -1.06606 -3.65363
H 2.10836 -2.22561 -3.93787
H 1.19568 -0.13424 -3.07694
H 0.56076 -0.47707 -4.66672
H 1.04643 1.87960 -4.48934
H 2.12550 1.18673 -5.67882
H 2.85639 1.83428 -2.77256
H 3.32102 2.77450 -4.19272
H 3.97750 1.15759 -3.96324

Entry 2:
55
Properties=species:S:1:pos:R:3 method="wB97M-V/def2-TZVPD" multiplicity=1 smiles="O=C(COc1ccc(S(=O)(=O)NC2CCCCC2)cc1)NC[C@H]1CCCO1" homo_lumo_gap_ev=9.692 relative_energy_kcal_mol=23.6 homo_ha=-0.332
O 2.17952 4.50081 -0.90634
C 1.39472 4.16837 -0.04451
C -0.11469 4.43585 -0.17699
O -0.91039 3.45922 0.46361
C -0.71628 2.15249 0.12955
C 0.01319 1.72288 -0.97606
C 0.22903 0.36852 -1.16478
C -0.28258 -0.54277 -0.26639
S 0.13222 -2.26682 -0.41799
O 0.80392 -2.48868 -1.66859
O 0.80204 -2.66858 0.79024
N -1.35909 -3.02202 -0.39162
C -1.94251 -3.35277 -1.68427
C -3.15569 -4.26319 -1.49313
C -4.26834 -3.54041 -0.73871
C -4.67773 -2.27212 -1.48021
C -3.47412 -1.34883 -1.64304
C -2.35517 -2.06262 -2.39471
C -1.04795 -0.13075 0.80917
C -1.27624 1.21401 1.00150
N 1.73546 3.58628 1.12053
C 3.00580 2.92908 1.31917
C 2.82699 1.41202 1.12846
C 4.05969 0.58772 1.53805
C 3.63397 -0.04819 2.86176
C 2.12540 -0.17297 2.66470
O 1.74707 0.99825 1.95892
H -0.36212 4.53424 -1.24031
H -0.35820 5.37790 0.32255
H 0.44280 2.42655 -1.67095
H 0.81533 0.00731 -1.99573
H -1.31679 -3.81203 0.23535
H -1.18776 -3.86404 -2.30197
H -2.85898 -5.16537 -0.95309
H -3.51702 -4.56593 -2.47783
H -3.91134 -3.27415 0.25732
H -5.12766 -4.20499 -0.62795
H -5.46906 -1.75912 -0.93031
H -5.07078 -2.53694 -2.46472
H -3.76249 -0.44702 -2.18671
H -3.11052 -1.04841 -0.65924
H -1.48297 -1.41555 -2.48774
H -2.69461 -2.32006 -3.40025
H -1.42821 -0.86925 1.49612
H -1.85188 1.57210 1.84002
H 0.99740 3.23960 1.71832
H 3.35588 3.13773 2.33345
H 3.71070 3.32872 0.58863
H 2.55754 1.22482 0.07958
H 4.25155 -0.18514 0.79518
H 4.94589 1.21193 1.63432
H 3.85136 0.62092 3.69578
H 4.10828 -1.00892 3.04132
H 1.87493 -1.06524 2.07681
H 1.56001 -0.18551 3.59777

Entry 3:
73
Properties=species:S:1:pos:R:3 method="wB97M-V/def2-TZVPD" multiplicity=1 homo_lumo_gap_ev=7.529 relative_energy_kcal_mol=6.6 homo_ha=-0.303
C 4.46701 -0.62050 4.16194
C 3.59824 -1.07177 3.04587
C 3.97226 -1.22833 1.72323
C 2.97130 -1.80912 0.89606
C 1.76535 -1.95567 1.57078
B -0.31870 1.45152 -0.74629
C 0.52943 -2.43442 1.07499
C -0.57656 -2.47419 1.94385
C -1.33768 -3.60651 1.97743
C -2.24529 -3.75114 3.16367
F -2.17252 -5.01726 3.67462
F -1.92338 -2.88954 4.19006
F -3.55626 -3.49005 2.85760
C -1.14128 -4.61232 1.01696
C -0.27453 -4.33854 -0.03741
C 0.13809 -5.35405 -1.05559
F 0.02412 -4.87560 -2.33962
F 1.46443 -5.68672 -0.91005
F -0.58237 -6.49846 -0.98814
C 0.42596 -3.15110 -0.11968
O -0.32835 1.79013 0.59981
C 0.82533 2.34550 1.25889
C 1.77478 3.04026 0.27216
C 1.09240 4.26090 -0.35833
C 3.07205 3.36497 1.01010
C 2.06450 2.00872 -0.84423
O 0.75965 1.70419 -1.54456
S 1.92512 -1.40708 3.25803
H 5.50893 -0.90060 3.96473
H 4.44742 0.47042 4.29462
H 4.15276 -1.08768 5.10125
H 4.96366 -0.92225 1.38353
H 3.09059 -2.09791 -0.14974
H -0.74621 -1.64692 2.61855
H -1.63951 -5.57160 1.08998
H 0.97312 -2.86195 -1.00999
H 0.38367 3.01046 2.03063
H 1.36498 1.50639 1.77604
H 1.72402 4.71761 -1.13280
H 0.15279 3.96187 -0.84701
H 0.84255 4.99540 0.41273
H 3.87139 3.75829 0.36110
H 2.89694 4.09284 1.81558
H 3.47420 2.45158 1.48112
H 2.73023 2.45173 -1.60011
H 2.48788 1.04490 -0.45291
F -2.26413 5.82932 -0.33985
C -3.46143 5.16461 -0.50152
F -4.22875 5.48881 0.57947
F -4.07534 5.66195 -1.62441
C -3.21046 3.69219 -0.61186
C -3.30044 2.85240 0.50182
C -2.94040 1.52664 0.37530
C -2.24593 1.06151 -0.80024
C -1.17433 -0.04677 -0.76449
C -1.17007 -0.77721 -2.09418
C -1.76026 -2.03405 -2.40144
C -1.63256 -2.61531 -3.68315
C -0.96127 -1.95379 -4.71573
C -0.39793 -0.70943 -4.44371
C -0.61992 -0.10854 -3.20626
C -2.49884 1.85147 -1.97853
C -2.82033 3.19001 -1.85094
H -3.64089 3.27248 1.45417
H -3.12453 0.85443 1.22464
H -1.17501 -0.63888 0.15716
H -2.30549 -2.60674 -1.63549
H -2.02327 -3.62148 -3.88106
H -0.82468 -2.41449 -5.69079
H 0.23859 -0.18829 -5.15660
H -0.31281 0.92683 -3.09616
H -2.34458 1.44045 -2.98473
H -2.81744 3.83548 -2.72085

Result set for molar mass: 335.5, 396.5, 658.4 g mol⁻¹, one per record in the order listed.